Below is a structure of composition C50H51As2ClCrN3O9S in a non-equilibrium geometry, with properties calculated with wB97M-V/def2-TZVPD.

Computed properties:
- Energy: -249016.1035 eV

Geometry as ORCA input:
```
! wB97M-V def2-TZVPD RIJCOSX def2/J DEFGRID3
* xyz 0 4
Cr 0.593 0.047 1.055
C -3.281 0.420 0.927
C -2.666 1.392 -0.063
As -0.850 0.849 -0.650
C 0.618 1.970 1.747
C 0.305 2.195 3.085
C 0.554 3.412 3.697
C 1.120 4.452 2.982
C 1.417 4.266 1.644
C 1.153 3.046 1.042
C -1.230 -0.209 -2.274
C -0.878 -1.554 -2.252
C -1.134 -2.368 -3.340
C -1.734 -1.834 -4.471
C -2.051 -0.487 -4.517
C -1.801 0.327 -3.424
As -3.272 -1.426 0.190
C -5.233 -1.369 -0.102
C -6.185 -1.686 0.857
C -7.522 -1.390 0.650
C -7.922 -0.773 -0.525
C -6.988 -0.493 -1.508
C -5.655 -0.792 -1.297
C -3.183 -2.515 1.803
C -3.481 -2.071 3.083
C -3.303 -2.902 4.174
C -2.827 -4.190 3.997
C -2.540 -4.651 2.723
C -2.718 -3.816 1.637
H -4.308 0.723 1.161
H -2.698 0.423 1.846
H -2.567 2.393 0.382
H -3.296 1.484 -0.963
H -0.149 1.414 3.683
H 0.308 3.538 4.741
H 1.313 5.402 3.456
H 1.853 5.069 1.066
H 1.349 2.954 -0.025
H -0.417 -1.956 -1.352
H -0.873 -3.416 -3.311
H -1.956 -2.464 -5.320
H -2.501 -0.060 -5.403
H -2.041 1.386 -3.463
H -5.876 -2.167 1.778
H -8.255 -1.635 1.407
H -8.958 -0.506 -0.670
H -7.302 -0.044 -2.440
H -4.919 -0.573 -2.065
H -3.848 -1.064 3.235
H -3.531 -2.547 5.169
H -2.671 -4.832 4.851
H -2.176 -5.658 2.580
H -2.489 -4.169 0.634
O 1.276 -0.519 3.056
Cl 0.065 -1.267 3.151
O -0.392 -1.301 4.471
O 0.183 -2.537 2.569
O -0.893 -0.532 2.336
C 3.989 -0.799 6.023
C 4.702 -2.074 5.617
S 3.503 -3.263 4.887
O 3.103 -4.177 5.915
O 2.488 -2.534 4.179
C 4.504 -4.216 3.684
C 4.776 -3.483 2.379
N 3.582 -3.084 1.672
C 3.153 -1.816 1.484
N 2.051 -1.781 0.750
C 1.731 -3.062 0.467
C 2.668 -3.901 1.031
N 2.720 -5.291 0.925
O 3.665 -5.890 1.449
O 1.829 -5.833 0.280
C 3.867 -0.639 2.032
H 3.508 -0.915 6.990
H 3.215 -0.570 5.293
H 4.683 0.039 6.074
H 5.141 -2.591 6.465
H 5.465 -1.889 4.863
H 3.958 -5.139 3.493
H 5.435 -4.452 4.193
H 5.340 -4.166 1.732
H 5.369 -2.583 2.555
H 0.863 -3.348 -0.092
H 4.890 -0.588 1.663
H 3.872 -0.705 3.117
H 3.332 0.265 1.755
C 2.348 0.241 -1.783
O 2.434 0.617 -0.415
H 3.312 0.380 -2.282
H 1.569 0.823 -2.305
H 2.083 -0.815 -1.801
H 2.668 1.558 -0.389
C -0.549 2.453 -1.607
C -0.875 3.524 -2.124
C -1.142 4.663 -2.847
C -0.921 5.977 -2.356
C -1.111 7.098 -3.186
C -0.866 8.367 -2.715
C -0.452 8.564 -1.404
C -0.283 7.470 -0.564
C -0.510 6.194 -1.024
C -1.702 4.394 -4.196
C -0.859 4.337 -5.300
C -1.354 3.976 -6.541
C -2.697 3.669 -6.688
C -3.549 3.761 -5.602
C -3.054 4.115 -4.360
H -1.433 6.944 -4.205
H -1.000 9.216 -3.368
H -0.260 9.561 -1.038
H 0.028 7.624 0.461
H -0.389 5.334 -0.379
H 0.189 4.572 -5.174
H -0.687 3.924 -7.390
H -3.076 3.368 -7.653
H -4.602 3.551 -5.722
H -3.712 4.177 -3.505
*
```